## 1
C6H19NO3 | the ωB97M-V functional and the def2-TZVPD basis

XYZ file:
```
29
Properties=species:S:1:pos:R:3:nbo_charge:R:1
C 1.327 2.196 0.565 -0.473
C 0.480 2.379 -0.447 -0.135
C -1.032 2.249 -0.404 -0.451
C -1.610 1.294 0.664 -0.413
C -1.742 -0.116 0.122 -0.222
N -0.508 -0.786 -0.315 -0.665
C -0.547 -0.897 -1.799 -0.417
H 2.343 2.556 0.522 0.211
H 0.916 1.947 1.537 0.194
H 0.875 2.610 -1.426 0.197
H -1.362 3.289 -0.346 0.229
H -1.327 1.855 -1.379 0.205
H -0.963 1.353 1.534 0.209
H -2.648 1.602 0.810 0.220
H -2.442 -0.210 -0.708 0.189
H -2.238 -0.742 0.870 0.204
H 0.423 -0.428 -0.167 0.361
H -1.339 -1.611 -2.027 0.193
H -0.690 0.047 -2.325 0.168
H 0.378 -1.349 -2.165 0.196
O 1.539 -3.163 0.453 -0.981
H 2.145 -2.547 0.860 0.499
H 1.225 -3.046 -0.442 0.483
O 2.996 -0.759 -0.222 -0.958
H 2.310 -0.082 -0.251 0.478
H 3.792 -0.416 0.191 0.482
O -0.720 -2.344 2.466 -0.958
H -1.251 -3.044 2.083 0.470
H -0.331 -1.837 1.744 0.486
```

Results
structure (SMILES)	C=CCCCNC.O.O.O
HOMO energy	-0.328	Eh
total charge	0
HOMO-LUMO gap	9.5	eV
2S+1	1

## 2
C6H19NO3 | the ωB97M-V functional and the def2-TZVPD basis

XYZ file:
```
29
Properties=species:S:1:pos:R:3:nbo_charge:R:1
C 1.309 -1.441 -1.483 -0.600
C 1.007 -0.991 -0.049 -0.445
C 0.464 0.399 -0.031 -0.086
C 1.429 1.471 0.326 -0.634
C -0.837 0.682 -0.244 0.155
C -1.408 2.063 -0.195 -0.665
N -1.786 -0.338 -0.516 -0.864
H 2.080 -0.817 -1.948 0.208
H 0.448 -1.348 -2.113 0.186
H 1.650 -2.506 -1.501 0.216
H 0.358 -1.742 0.484 0.222
H 1.959 -1.052 0.548 0.226
H 1.544 1.561 1.355 0.221
H 2.458 1.225 -0.049 0.208
H 1.223 2.426 -0.094 0.212
H -0.958 2.710 0.657 0.227
H -1.191 2.589 -1.135 0.238
H -2.454 2.086 -0.035 0.216
H -1.454 -1.175 -0.961 0.391
H -2.657 -0.004 -0.961 0.388
O 0.657 1.340 -3.070 -0.925
H 0.208 0.834 -2.436 0.467
H 1.417 1.581 -2.621 0.459
O -1.865 -1.087 2.419 -0.975
H -1.861 -0.968 1.427 0.506
H -1.918 -0.218 2.826 0.480
O 0.420 -2.327 3.098 -0.985
H 0.098 -3.133 3.506 0.464
H -0.339 -1.818 2.797 0.492
```

Results
structure (SMILES)	CC/C(C)=C(/C)N.O.O.O
HOMO energy	-0.305	Eh
total charge	0
HOMO-LUMO gap	8.9	eV
2S+1	1

Relative energies, unit hartree: 1 0.0570; 2 0.0000

## 1
C5H8Se | the ωB97M-V functional and the def2-TZVPD basis

XYZ file:
```
14
Properties=species:S:1:pos:R:3:nbo_charge:R:1
C 0.092 1.473 -1.838 -0.703
C 1.335 2.304 -1.914 -0.258
Se 2.825 1.539 -1.216 0.038
H -0.202 1.654 -0.795 0.250
H -0.566 1.916 -2.535 0.217
H 0.407 0.481 -1.960 0.243
H 1.356 3.343 -2.387 0.213
C -1.273 -1.068 2.760 -0.495
C -0.748 -1.853 1.873 0.107
C -0.285 -2.610 0.961 -0.506
H -0.663 -0.246 3.281 0.226
H -2.245 -1.201 3.005 0.214
H 0.290 -3.511 0.855 0.236
H -0.323 -2.219 -0.090 0.217
```

Results
structure (SMILES)	CC=[Se].C=C=C
HOMO energy	-0.307	Eh
total charge	0
HOMO-LUMO gap	7.8	eV
2S+1	1

## 2
C5H8Se | the ωB97M-V functional and the def2-TZVPD basis

XYZ file:
```
14
Properties=species:S:1:pos:R:3:nbo_charge:R:1
C -1.879 -1.847 0.564 -0.669
C -1.780 -0.667 -0.523 -0.367
Se -1.776 1.010 -0.206 0.167
H -2.905 -2.259 0.466 0.228
H -1.165 -2.657 0.290 0.218
H -1.735 -1.606 1.590 0.224
H -1.751 -1.117 -1.540 0.193
C 2.449 0.190 0.242 -0.527
C 1.902 1.337 -0.100 0.122
C 1.478 2.516 -0.397 -0.519
H 3.445 -0.258 0.533 0.249
H 1.600 -0.536 0.391 0.220
H 1.335 2.756 -1.472 0.225
H 0.781 3.139 0.163 0.234
```

Results
structure (SMILES)	CC=[Se].C=C=C
HOMO energy (spin up / spin down)	-0.309 / -0.309	Eh
total charge	0
HOMO-LUMO gap (spin up / spin down)	8.2 / 8.2	eV
2S+1	1

Relative energies, unit hartree: 1 0.0029; 2 0.0000

## 1
C3H6N2 | the ωB97M-V functional and the def2-TZVPD basis

XYZ file:
```
11
Properties=species:S:1:pos:R:3:nbo_charge:R:1
C -0.493 -1.002 0.023 0.216
N -1.407 -0.121 -0.034 -0.412
C -0.420 1.127 0.056 -0.300
C 1.005 0.638 0.015 -0.247
N 0.967 -0.756 -0.123 -0.654
H -0.993 -2.065 -0.062 0.190
H -0.636 1.874 -0.708 0.206
H -0.729 1.515 0.984 0.204
H 1.460 1.192 -1.008 0.173
H 1.749 0.647 0.915 0.210
H 1.671 -1.599 0.414 0.414
```

Results
structure (SMILES)	C1=NCCN1
HOMO energy	-0.319	Eh
total charge	0
HOMO-LUMO gap	9.5	eV
2S+1	1

## 2
C3H6N2 | the ωB97M-V functional and the def2-TZVPD basis

XYZ file:
```
11
Properties=species:S:1:pos:R:3:nbo_charge:R:1
H -2.569 0.654 -1.001 0.338
N -2.439 0.141 -0.059 -0.620
C -1.264 -0.190 0.163 0.238
N -0.035 -0.071 -0.714 -0.392
C 1.122 0.808 0.130 -0.276
C 1.065 -0.655 -0.030 -0.290
H -1.225 -0.449 1.296 0.156
H 1.275 1.371 0.965 0.227
H 1.813 1.165 -0.770 0.217
H 0.755 -1.416 0.780 0.190
H 1.502 -1.359 -0.760 0.212
```

Results
structure (SMILES)	[H]/N=C\N1CC1
HOMO energy	-0.364	Eh
total charge	0
HOMO-LUMO gap	10.9	eV
2S+1	1

## 3
C3H6N2 | the ωB97M-V functional and the def2-TZVPD basis

XYZ file:
```
11
Properties=species:S:1:pos:R:3:nbo_charge:R:1
C 1.576 -0.797 0.155 -0.425
N 1.143 0.486 -0.369 -0.593
C -0.091 0.951 0.247 -0.325
C -1.268 0.051 0.055 0.249
N -2.161 -0.669 -0.125 -0.326
H 1.764 -0.717 1.237 0.195
H 0.839 -1.598 0.009 0.180
H 2.509 -1.101 -0.321 0.210
H 1.013 0.439 -1.377 0.362
H -0.374 1.929 -0.158 0.241
H 0.073 1.092 1.325 0.233
```

Results
structure (SMILES)	CNCC#N
HOMO energy	-0.361	Eh
total charge	0
HOMO-LUMO gap	10.8	eV
2S+1	1

## 4
C3H6N2 | the ωB97M-V functional and the def2-TZVPD basis

XYZ file:
```
11
Properties=species:S:1:pos:R:3:nbo_charge:R:1
H 1.415 1.844 0.138 0.324
N 0.525 1.439 -0.224 -0.710
C 0.526 0.171 -0.214 0.393
N 1.678 -0.578 0.013 -0.844
C -0.808 -0.515 -0.315 -0.260
C -2.024 0.125 0.104 -0.330
H 1.762 -1.597 0.255 0.403
H 2.508 -0.014 0.336 0.388
H -0.814 -1.621 -0.568 0.200
H -2.925 -0.426 0.131 0.204
H -1.843 1.172 0.344 0.232
```

Results
structure (SMILES)	[H]/N=C(\N)C=C
HOMO energy	-0.334	Eh
total charge	0
HOMO-LUMO gap	9.9	eV
2S+1	1

Relative energies, unit hartree: 1 0.0876; 2 0.1193; 3 0.0000; 4 0.0258

## 1
C3H6N2 | the ωB97M-V functional and the def2-TZVPD basis

XYZ file:
```
11
Properties=species:S:1:pos:R:3:nbo_charge:R:1
C -1.241 -0.554 1.194 -0.116
N -1.381 0.528 0.523 -0.207
N -0.371 0.853 -0.522 -0.289
C 1.055 0.753 -0.241 -0.268
C 0.430 -0.209 -1.147 -0.275
H -2.039 -0.767 1.926 0.195
H -0.434 -1.241 1.084 0.157
H 1.684 1.579 -0.536 0.208
H 1.420 0.410 0.750 0.191
H 0.641 -0.096 -2.214 0.210
H 0.235 -1.257 -0.817 0.194
```

Results
structure (SMILES)	C=NN1CC1
HOMO energy	-0.336	Eh
total charge	0
HOMO-LUMO gap	10.2	eV
2S+1	1

## 2
C3H6N2 | the ωB97M-V functional and the def2-TZVPD basis

XYZ file:
```
11
Properties=species:S:1:pos:R:3:nbo_charge:R:1
C -0.208 -1.697 0.281 -0.464
C -0.033 -0.556 -0.398 0.163
C -0.497 0.517 -1.221 -0.334
N 0.729 0.647 -0.261 -0.254
N 0.645 1.276 0.903 -0.618
H 0.513 -2.191 0.804 0.210
H -0.845 -2.350 -0.202 0.197
H -0.107 0.501 -2.197 0.218
H -1.352 1.250 -1.028 0.208
H -0.303 1.411 1.128 0.322
H 1.083 2.189 0.673 0.352
```

Results
structure (SMILES)	C=C1CN1N
HOMO energy	-0.319	Eh
total charge	0
HOMO-LUMO gap	9.8	eV
2S+1	1

Relative energies, unit hartree: 1 0.0000; 2 0.0298

## 1
C3H6N2 | the ωB97M-V functional and the def2-TZVPD basis

XYZ file:
```
11
Properties=species:S:1:pos:R:3:nbo_charge:R:1
C -0.551 -0.721 1.016 -0.016
N -1.517 -0.489 0.198 -0.194
N -0.977 0.269 -0.845 -0.493
C 0.405 0.566 -0.739 -0.233
C 0.780 -0.171 0.558 -0.472
H -0.731 -1.390 1.873 0.202
H -1.588 0.608 -1.588 0.390
H 0.965 0.278 -1.652 0.195
H 0.534 1.628 -0.532 0.180
H 1.236 0.462 1.305 0.222
H 1.445 -1.040 0.407 0.218
```

Results
structure (SMILES)	C1=NNCC1
HOMO energy	-0.290	Eh
total charge	0
HOMO-LUMO gap	9.0	eV
2S+1	1

## 2
C3H6N2 | the ωB97M-V functional and the def2-TZVPD basis

XYZ file:
```
11
Properties=species:S:1:pos:R:3:nbo_charge:R:1
C -1.004 -0.219 -0.621 -0.071
N -1.141 -0.456 0.662 -0.399
C -0.367 -1.232 1.491 -0.418
H -0.150 -0.539 -1.186 0.130
H -1.793 0.180 -1.219 0.178
H -1.001 -2.249 1.362 0.219
H -0.454 -0.881 2.447 0.202
H 0.738 -1.443 1.236 0.158
C 1.691 2.149 -1.389 0.065
N 0.833 2.772 -1.752 -0.289
H 2.647 1.919 -1.029 0.225
```

Results
structure (SMILES)	C=NC.C#N
HOMO energy	-0.341	Eh
total charge	0
HOMO-LUMO gap	10.2	eV
2S+1	1

## 3
C3H6N2 | the ωB97M-V functional and the def2-TZVPD basis

XYZ file:
```
11
Properties=species:S:1:pos:R:3:nbo_charge:R:1
H 0.101 0.128 2.163 0.360
N 0.868 0.023 1.513 -0.693
C 0.948 -0.760 0.462 0.158
C 2.085 -0.787 -0.630 -0.672
H 0.044 -1.438 0.226 0.136
H 2.568 -1.802 -0.295 0.242
H 2.747 -0.065 -0.446 0.209
H 1.292 -0.500 -1.517 0.259
C -2.316 1.588 -1.235 0.080
N -1.411 0.949 -1.728 -0.306
H -3.048 1.984 -0.600 0.227
```

Results
structure (SMILES)	[H]/N=C/C.C#N
HOMO energy	-0.333	Eh
total charge	0
HOMO-LUMO gap	10.0	eV
2S+1	1

## 4
C3H6N2 | the ωB97M-V functional and the def2-TZVPD basis

XYZ file:
```
11
Properties=species:S:1:pos:R:3:nbo_charge:R:1
C 1.554 -0.078 -0.012 -0.417
N 0.264 -0.671 0.285 -0.591
C -0.722 0.132 -0.412 -0.329
C -2.070 -0.051 0.139 0.275
N -3.120 -0.184 0.604 -0.309
H 1.854 -0.355 -1.029 0.195
H 2.312 -0.432 0.690 0.213
H 1.479 1.029 0.006 0.161
H 0.081 -0.664 1.284 0.365
H -0.429 1.203 -0.369 0.205
H -0.723 -0.141 -1.475 0.232
```

Results
structure (SMILES)	CNCC#N
HOMO energy	-0.361	Eh
total charge	0
HOMO-LUMO gap	10.7	eV
2S+1	1

Relative energies, unit hartree: 1 0.0223; 2 0.0716; 3 0.0889; 4 0.0000